Record 1
Formula: C4H12N2
Source: the OMol25 dataset
Level of theory: ωB97M-V/def2-TZVPD

Last column: Löwdin charge in e.
Element x y z (Å)
H (-0.25, 0.25, 2.23)  0.08
H (-0.10, 2.08, 0.53)  0.08
C (0.52, 1.46, -0.11)  -0.02
H (0.18, -1.42, 1.84)  0.09
H (-1.78, -1.31, -0.49)  0.08
H (0.81, -1.98, -0.42)  0.09
C (-1.76, -0.21, -0.42)  -0.24
N (0.20, -0.08, 0.23)  -0.36
N (-1.84, 0.58, -1.45)  -0.04
H (2.10, -0.77, -0.42)  0.09
H (1.58, 1.59, 0.14)  0.07
H (-2.19, 0.18, 0.50)  0.07
H (0.83, -0.71, -1.65)  0.08
C (1.03, -0.93, -0.61)  -0.11
H (-1.57, 0.13, -2.32)  0.01
H (1.44, -0.19, 1.94)  0.08
H (0.39, 1.70, -1.16)  0.06
C (0.41, -0.37, 1.64)  -0.11

Calculated values
Kohn-Sham gap (eV): 8.96
HOMO level (eV): -8.130
Total charge: 0
Lowest unoccupied orbital energy (eV): 0.83
Strongest force on any atom (Eh/bohr): 0.0585

***

Record 2
Formula: CHBrIO3S
Source: the OMol25 dataset
Level of theory: ωB97M-V/def2-TZVPD

Last column: Löwdin charge in e.
Element x y z (Å)
O (-0.06, 1.43, -1.33)  -0.39
Br (-0.21, -1.75, 1.22)  0.80
I (2.26, 1.02, 1.10)  0.26
C (-0.17, -0.05, 0.81)  -1.03
S (-0.23, 0.05, -0.92)  0.10
H (-0.76, 0.67, 1.57)  0.08
O (0.74, -0.92, -1.33)  -0.43
O (-1.58, -0.45, -1.11)  -0.39

Calculated values
Kohn-Sham gap (spin up / spin down) (eV): 7.63 / 7.63
HOMO level (spin up / spin down) (eV): -5.426 / -5.426
Total charge: -1
Lowest unoccupied orbital energy (spin up / spin down) (eV): 2.20 / 2.20
Strongest force on any atom (Eh/bohr): 0.1030

***

Record 3
Formula: C21H19ClN4ORhSSbSe4
Source: the OMol25 dataset
Level of theory: ωB97M-V/def2-TZVPD

Last column: Löwdin charge in e.
Element x y z (Å)
Se (0.35, -1.44, -5.39)  -0.29
C (-2.41, 8.35, 1.69)  -0.04
C (-2.50, 9.50, 2.47)  -0.29
H (-1.28, 5.72, 5.08)  0.14
C (-1.62, 8.22, 4.32)  -0.03
C (0.42, -2.05, 0.90)  -0.27
C (1.38, -1.43, 1.84)  -0.36
C (0.93, -0.96, 3.08)  -0.06
H (-3.11, 11.55, 2.66)  0.07
H (0.25, 6.03, 2.07)  0.12
H (-1.29, 8.18, 5.35)  0.11
H (-1.94, 6.27, 1.58)  0.12
H (-0.11, -1.14, 3.34)  0.10
H (-0.46, -2.45, 1.38)  0.03
C (2.72, -1.15, 1.51)  -0.63
H (3.71, 0.57, 4.24)  0.09
Rh (0.08, -0.26, 0.07)  0.24
C (-2.11, 9.41, 3.80)  -0.06
N (0.17, 5.06, 2.33)  0.13
C (3.55, -0.45, 2.37)  -0.13
C (1.71, 3.85, -0.76)  -0.04
C (3.06, 0.01, 3.58)  -0.11
C (1.23, 4.69, 0.22)  -0.02
H (-2.73, 8.38, 0.65)  0.12
Sb (0.53, 0.64, -4.19)  -0.40
S (-1.92, 0.15, 1.13)  0.51
Se (-0.44, -0.83, -2.09)  0.07
Cl (3.36, -1.65, -0.03)  0.70
H (4.57, -0.25, 2.06)  0.09
H (-2.17, 10.28, 4.44)  0.10
C (-2.67, -1.33, 1.47)  -0.85
C (-1.53, 7.08, 3.53)  -0.25
C (-0.43, 4.79, 3.52)  -0.52
H (1.27, 5.77, 0.10)  0.11
N (1.05, 1.96, 0.53)  0.02
C (1.74, -0.25, 3.94)  -0.10
Se (2.80, 1.44, -3.83)  -0.27
O (-0.44, 3.72, 4.09)  0.08
H (-4.00, 10.66, 1.43)  0.08
C (0.58, 2.76, 1.49)  -0.08
C (0.66, 4.14, 1.38)  -0.20
C (-3.02, 10.79, 1.89)  -0.06
H (2.12, 4.21, -1.69)  0.10
H (1.96, 1.79, -1.32)  -0.01
H (0.86, -2.73, 0.17)  0.03
C (1.61, 2.48, -0.55)  -0.15
H (-2.35, 11.18, 1.12)  0.08
H (1.34, 0.12, 4.87)  0.10
C (-1.94, 7.15, 2.20)  -0.02
Se (-1.18, 2.30, -4.46)  -0.34
H (0.12, 2.29, 2.35)  0.09
N (-3.21, -2.32, 1.74)  0.02
N (-1.06, 5.89, 4.11)  0.12

Calculated values
Kohn-Sham gap (spin up / spin down) (eV): 4.73 / 4.72
HOMO level (spin up / spin down) (eV): -1.566 / -1.556
Total charge: -2
Lowest unoccupied orbital energy (spin up / spin down) (eV): 3.16 / 3.16
Strongest force on any atom (Eh/bohr): 0.0122

***

Record 4
Formula: C40H54BN10
Source: the OMol25 dataset
Level of theory: ωB97M-V/def2-TZVPD

Last column: Löwdin charge in e.
Element x y z (Å)
C (1.87, -2.90, -5.38)  -0.07
C (-2.80, 0.24, -4.56)  0.02
C (-1.60, 3.90, 3.27)  -0.03
H (-3.22, 0.35, -6.62)  0.01
C (-2.47, -5.00, 2.40)  -0.08
H (-0.77, -2.64, 4.78)  0.10
H (3.63, -0.20, 2.08)  0.06
N (0.83, -0.06, 6.31)  -0.03
C (6.20, 1.36, 3.82)  -0.09
H (4.88, 2.49, 2.54)  0.02
C (6.22, -0.11, 4.20)  -0.11
H (-1.40, -0.69, -2.70)  0.14
H (3.25, -0.05, -4.64)  0.10
H (-4.96, 2.62, 1.92)  0.02
C (2.98, 3.37, -0.37)  -0.03
H (2.36, 3.36, 1.96)  0.08
H (-3.84, -6.16, -0.58)  0.09
C (2.24, -1.41, -3.46)  -0.11
C (-4.81, -0.05, -0.26)  -0.10
N (5.33, -0.80, 3.35)  -0.03
H (-0.52, -0.61, -7.03)  0.07
H (-6.74, 0.83, 0.67)  0.05
H (6.63, -0.64, 4.88)  0.01
H (-5.15, -0.70, -1.03)  0.05
H (-0.67, -2.31, 1.43)  0.11
C (0.57, 3.99, -4.16)  -0.06
H (4.32, 4.31, -1.75)  0.02
C (-2.47, 0.12, -6.01)  -0.03
C (4.49, 0.10, 2.64)  -0.05
H (0.79, 4.11, -1.72)  0.10
N (3.60, 4.79, 1.42)  -0.01
H (5.14, -1.82, 3.25)  0.15
H (4.86, 6.14, 0.34)  0.05
C (0.02, 2.68, -4.81)  -0.16
C (-0.99, -0.35, -6.14)  -0.03
H (1.59, 0.59, 6.35)  0.12
N (-1.34, -3.12, 1.68)  -0.02
C (-0.31, -1.92, 5.54)  -0.11
C (-0.84, 2.54, 3.14)  -0.07
H (-2.85, -1.64, 1.85)  0.00
H (0.86, -0.72, 1.62)  -0.05
H (-0.26, 2.47, -5.83)  0.07
H (-1.78, -2.80, -1.00)  0.05
C (2.74, 3.75, 1.05)  -0.09
C (4.06, 4.33, -0.80)  -0.04
H (1.23, 0.45, 0.08)  -0.11
C (1.93, -2.85, -3.80)  -0.06
C (-0.64, -1.70, 6.93)  -0.14
C (-3.31, 0.38, 0.00)  -0.08
H (1.13, -0.48, 4.12)  0.14
C (2.53, -1.56, -5.79)  -0.12
H (-1.19, -2.45, 7.43)  0.06
H (-3.77, 0.38, -4.10)  0.07
H (1.44, -3.75, -3.25)  0.11
C (-3.48, -3.83, 2.39)  -0.04
C (-2.66, -2.56, 2.00)  0.01
C (-1.14, -4.45, 1.96)  -0.12
H (-3.63, -5.57, -3.64)  0.01
C (5.12, 1.51, 2.82)  -0.07
C (-4.77, 1.84, 1.32)  -0.05
C (-3.37, -5.40, -1.23)  -0.13
C (0.16, 2.12, -2.57)  -0.13
H (-2.77, -6.00, 2.72)  0.07
H (2.40, -0.74, -2.61)  0.11
H (-4.42, -3.80, 2.79)  0.02
C (0.61, 3.44, -2.71)  -0.19
C (-3.24, -5.16, -2.77)  -0.03
N (-0.48, 2.42, 1.81)  -0.01
H (2.92, -1.17, -6.68)  0.06
H (-2.53, 1.87, 1.56)  0.14
H (-2.25, 5.29, 1.58)  -0.02
C (-5.66, 0.81, 0.53)  -0.10
B (1.00, -0.65, 0.36)  -0.47
H (-2.46, -3.34, -3.75)  0.01
C (-2.31, -3.52, -1.56)  -0.16
H (0.73, 5.02, -4.71)  0.08
H (2.71, 2.58, -0.90)  0.01
H (-2.30, 0.19, -0.51)  0.09
H (3.68, 5.01, 2.32)  0.07
N (-0.54, -0.58, -4.82)  -0.03
C (-1.51, -0.33, -3.79)  -0.13
C (-2.52, -3.83, -2.90)  -0.06
C (0.06, -0.58, 7.42)  -0.12
H (0.17, -0.28, 8.48)  0.10
H (-0.64, 3.40, 0.05)  0.00
H (2.06, -1.18, 0.09)  -0.08
C (-1.78, 4.47, 1.81)  0.03
H (1.57, -3.84, -6.10)  0.12
H (-2.77, -4.24, 0.39)  0.09
C (-0.90, 3.42, 0.96)  -0.03
N (2.62, -0.76, -4.64)  -0.06
N (-3.43, 1.36, 1.06)  -0.05
H (-0.24, -4.88, 2.11)  0.06
H (-1.96, 4.35, 4.19)  0.05
H (0.12, -1.27, -0.39)  -0.02
H (6.96, 1.99, 4.42)  0.09
C (0.57, -0.82, 5.16)  -0.14
N (-0.17, 1.68, -3.92)  -0.06
H (0.15, 1.84, 1.45)  0.04
H (-0.43, 1.93, 3.79)  0.02
N (-2.68, -4.47, -0.66)  -0.04
H (0.55, -0.73, -4.73)  0.13
H (0.15, 1.36, -1.72)  0.09
H (-0.64, 0.68, -3.86)  -0.03
C (4.36, 5.25, 0.30)  -0.08

Calculated values
Kohn-Sham gap (eV): 7.49
HOMO level (eV): -5.021
Total charge: -1
Lowest unoccupied orbital energy (eV): 2.47
Strongest force on any atom (Eh/bohr): 0.2677

***

Record 5
Formula: C4H8NS2
Source: the OMol25 dataset
Level of theory: ωB97M-V/def2-TZVPD

Last column: Löwdin charge in e.
Element x y z (Å)
H (1.60, -0.81, -0.71)  0.13
H (-0.12, 0.64, -1.81)  0.16
H (-1.17, -1.54, 1.68)  0.14
H (1.40, -1.18, 1.95)  0.12
H (-3.70, 0.23, 0.05)  -0.10
C (-0.50, -0.85, 1.14)  -0.08
C (0.83, -0.65, 1.22)  -0.06
N (-0.06, 0.57, -0.78)  -0.01
C (-1.20, -0.34, -0.11)  -0.48
H (3.03, 1.08, -1.26)  -0.15
C (1.42, 0.03, 0.00)  -0.54
H (-0.25, 1.56, -0.39)  0.12
H (-1.28, -1.11, -0.83)  0.10
S (2.57, 1.34, -0.11)  0.89
S (-2.57, 1.04, -0.02)  0.75

Calculated values
Kohn-Sham gap (eV): 10.14
HOMO level (eV): -13.821
Total charge: +1
Lowest unoccupied orbital energy (eV): -3.68
Strongest force on any atom (Eh/bohr): 0.0807

***

Record 6
Formula: C13H31ClNO3
Source: the OMol25 dataset
Level of theory: ωB97M-V/def2-TZVPD

Last column: Löwdin charge in e.
Element x y z (Å)
C (0.72, -2.18, -2.01)  -0.06
Cl (-1.63, -2.26, 3.84)  0.66
C (-0.16, -1.33, 3.42)  -0.72
H (2.06, -1.80, 5.16)  0.16
H (3.38, -1.29, 3.46)  0.14
H (3.82, 2.50, 4.56)  0.14
H (2.33, 2.31, 3.67)  0.14
H (0.07, 0.61, 2.43)  0.07
H (1.78, -1.99, -2.21)  0.08
H (2.79, 2.07, 6.50)  0.14
H (1.06, 0.14, -3.49)  0.09
C (-0.05, -0.87, -1.94)  -0.49
H (-1.89, 0.30, -7.02)  0.14
H (1.26, 1.90, 5.66)  0.13
N (2.29, 0.08, 6.03)  0.11
H (-2.29, 2.73, -7.31)  0.08
C (2.28, 1.54, 5.70)  -0.07
H (0.34, -2.83, -2.80)  0.08
H (3.21, -0.21, 6.36)  0.20
H (-3.09, 1.48, -4.77)  0.09
O (-2.34, 1.07, -5.22)  -0.07
H (-0.11, -1.15, 5.55)  0.10
H (1.62, -0.06, 6.78)  0.19
H (-1.55, -0.06, 2.38)  0.08
C (0.35, -0.65, 4.70)  -0.19
H (1.36, 0.15, -1.05)  0.09
H (2.12, -0.31, 2.74)  0.12
C (-2.76, 0.76, -6.55)  -0.50
H (-0.54, 0.82, -3.19)  0.07
C (1.86, -0.77, 4.87)  -0.22
C (-0.50, -0.31, 2.32)  -0.11
H (-3.62, -1.14, -5.99)  0.08
O (0.44, -0.06, -0.86)  -0.08
H (-4.21, -0.52, -7.54)  0.08
C (0.02, -0.11, -3.25)  -0.06
H (-1.09, -1.08, -1.69)  0.14
H (-4.77, 0.19, -6.02)  0.08
C (2.73, -0.45, 3.64)  -0.12
H (-3.41, 1.81, -8.34)  0.08
C (3.00, 1.81, 4.37)  -0.16
H (0.59, -2.02, 3.04)  0.10
C (-3.91, -0.24, -6.53)  -0.06
H (-3.97, 2.52, -6.82)  0.08
H (-0.31, -0.74, 1.34)  0.06
H (-0.39, -0.70, -4.07)  0.08
H (0.66, -2.72, -1.06)  0.07
C (-3.13, 2.03, -7.30)  -0.06
H (0.00, 0.38, 4.71)  0.12
O (3.59, 0.66, 3.81)  -0.09

Calculated values
Kohn-Sham gap (eV): 8.35
HOMO level (eV): -11.654
Total charge: +1
Lowest unoccupied orbital energy (eV): -3.31
Strongest force on any atom (Eh/bohr): 0.0193